# 1
One molecule with the formula C5H13N in a non-equilibrium geometry, computed with ωB97M-V/def2-TZVPD.

```
! wB97M-V def2-TZVPD RIJCOSX def2/J DEFGRID3
* xyz 0 1
C -1.1694 -1.7715 -1.1451
C -1.2427 -0.7369 0.0458
C 0.1597 -0.0430 0.0690
C 0.0987 1.1580 -0.9531
C 0.7090 0.4860 1.4254
N 1.7714 1.4628 1.3185
H -2.1810 -1.9321 -1.5357
H -0.4620 -1.4280 -1.8782
H -0.8960 -2.7802 -0.8328
H -2.0979 -0.0417 -0.1371
H -1.5057 -1.1532 0.9857
H 1.0206 -0.8169 -0.2167
H -0.7593 1.3214 -1.5924
H 0.0525 2.0795 -0.4098
H 0.9786 1.1242 -1.6142
H -0.2182 0.9578 1.8689
H 1.0249 -0.3102 2.1828
H 2.2570 1.2304 0.3554
H 2.4597 1.1936 2.0635
*
```

The calculation puts the highest occupied orbital energy at -9.2 eV. As for the SMILES: CC[C@@H](C)CN. For the energy above the lowest of the compared OMol25 structures with the same formula, charge and spin, the calculation gives 141.7 kJ/mol. As for the energy: -253.009125 hartree.


# 2
A 2-piece molecular cluster, C2H3N3 overall in a non-equilibrium geometry, computed with ωB97M-V/def2-TZVPD.

```
! wB97M-V def2-TZVPD RIJCOSX def2/J DEFGRID3
* xyz 0 1
N -0.0111 -0.5403 -1.1464
C 1.0592 -0.5019 -0.5395
N 2.0160 -0.5141 0.2142
H -0.0338 -0.9839 -2.0561
H 2.6753 0.2516 0.2200
C -1.8956 0.7569 1.0788
N -2.3814 1.1736 2.0390
H -1.4286 0.3579 0.1899
*
```

The calculation puts the highest occupied orbital energy at -11.2 eV. As for the SMILES: N=C=N.C#N. For the energy above the lowest of the compared OMol25 structures with the same formula, charge and spin, the calculation gives 97.9 kJ/mol. As for the energy: -242.235392 hartree.


# 3
C25H37BHgN10 as an isolated structure in a non-equilibrium geometry, computed with ωB97M-V/def2-TZVPD.

```
! wB97M-V def2-TZVPD RIJCOSX def2/J DEFGRID3
* xyz -1 2
Hg -0.1505 0.4558 0.5614
C 0.8853 -1.3217 3.8325
N 1.5195 -1.2541 2.5400
C 2.7466 -0.4731 2.5907
C 1.5736 -2.4424 1.7811
C 1.3192 -3.6915 2.3331
C 1.3614 -4.8481 1.5632
C 1.6356 -4.7589 0.2058
C 1.8732 -3.5260 -0.3702
C 1.8643 -2.3354 0.3865
N 2.0285 -1.1209 -0.1679
C 2.8656 -0.7656 -1.1591
C 4.2056 -1.2179 -1.1837
C 5.1330 -0.7105 -2.0745
C 4.7579 0.2575 -2.9963
C 3.4328 0.6813 -3.0247
C 2.4884 0.1966 -2.1343
N 1.1162 0.5943 -2.1728
C 0.8479 1.9280 -2.6677
C 0.2881 -0.4129 -2.8104
H 1.4953 -1.8521 4.5838
H -0.0816 -1.8165 3.7465
H 0.7211 -0.3036 4.1913
H 3.4116 -0.8446 3.3886
H 2.5137 0.5759 2.7886
H 3.2643 -0.5304 1.6390
H 1.1052 -3.7861 3.3906
H 1.2112 -5.8126 2.0332
H 1.6632 -5.6592 -0.3983
H 2.0671 -3.4455 -1.4338
H 4.4994 -1.9683 -0.4583
H 6.1592 -1.0603 -2.0416
H 5.4745 0.6637 -3.6993
H 3.1336 1.4003 -3.7783
H 0.9292 2.0147 -3.7651
H 1.5337 2.6380 -2.2073
H -0.1699 2.2088 -2.3863
H -0.7656 -0.1391 -2.7152
H 0.4481 -1.3710 -2.3157
H 0.5318 -0.5203 -3.8814
B -1.2092 4.5624 0.2334
N -0.8181 4.0937 1.6555
C -0.6306 4.9525 2.6742
C -0.0872 4.2555 3.7385
C 0.0165 2.9430 3.2580
N -0.4244 2.8746 2.0067
N -1.9608 3.4818 -0.6055
C -2.4623 3.7887 -1.8152
C -2.9579 2.6326 -2.3901
C -2.7014 1.6484 -1.4294
N -2.1056 2.1759 -0.3602
H -1.9364 5.5227 0.3530
H -0.2005 4.8472 -0.3775
H -0.8929 5.9926 2.5809
H 0.2074 4.6422 4.6990
H 0.3776 2.0599 3.7622
H -2.4096 4.7975 -2.1887
H -3.4216 2.5132 -3.3544
H -2.9068 0.5898 -1.4656
C -4.8908 -1.2196 -0.8764
N -3.8698 -2.2299 -1.0700
C -3.9882 -3.1026 -2.2188
C -2.7537 -2.1975 -0.3573
N -1.7894 -2.1953 0.2815
H -5.8656 -1.6950 -0.7345
H -4.9520 -0.5436 -1.7348
H -4.6530 -0.6262 0.0029
H -4.9071 -3.6905 -2.1406
H -3.1357 -3.7764 -2.2529
H -4.0123 -2.5300 -3.1518
N -2.2183 -0.0742 2.7154
H -2.5422 -0.9937 2.9839
H -2.9848 0.4677 2.3382
H -1.8507 0.4058 3.5267
*
```

The expectation value of S² is 0.75. The calculation puts the highest occupied orbital energy (spin up / spin down) at -3.2 / -3.2 eV. For the energy above the lowest of the compared OMol25 structures with the same formula, charge and spin, the calculation gives 77.1 kJ/mol. As for the energy: -1700.657553 hartree.


# 4
A 2-piece molecular cluster, C19H24N3O10 overall in a non-equilibrium geometry, computed with ωB97M-V/def2-TZVPD.

```
! wB97M-V def2-TZVPD RIJCOSX def2/J DEFGRID3
* xyz -1 1
C -5.3991 2.3213 -2.3514
C -4.3299 1.2689 -2.2550
O -3.0233 1.9475 -2.1989
C -2.0588 1.2176 -1.5928
N -0.8310 1.9404 -1.8224
N 0.1230 1.6331 -1.0539
C 1.0870 2.7483 -1.0286
O 1.4645 3.3707 -1.9994
O 1.5362 2.8815 0.2150
C 2.5104 3.9567 0.2632
C 2.6921 4.2766 1.7174
O -2.2021 0.1538 -1.0156
H -6.3690 1.8240 -2.3834
H -5.3855 2.9779 -1.4769
H -5.2895 2.9339 -3.2495
H -4.4389 0.6639 -1.3484
H -4.3004 0.6234 -3.1404
H 3.4361 3.6062 -0.2125
H 2.1228 4.8198 -0.2954
H 3.5742 4.8935 1.8869
H 1.8228 4.8347 2.0752
H 2.7747 3.3620 2.3077
C -3.7189 -2.9421 1.1088
C -2.6580 -2.9324 0.0503
O -1.5334 -2.2202 0.6084
C -0.4725 -2.2302 -0.2141
C 0.6732 -1.3960 0.1831
C 0.6140 -0.6017 1.4306
O 1.2155 0.4534 1.6141
O -0.1506 -1.1396 2.4052
C -0.1498 -0.4183 3.6565
C -1.2821 -0.9640 4.4779
C 1.8946 -1.4816 -0.5290
C 3.0549 -0.7073 -0.1649
C 4.2801 -0.8663 -0.7901
C 4.4176 -1.7867 -1.8472
N 5.7013 -2.0196 -2.4273
O 5.7931 -2.8562 -3.3575
O 6.6873 -1.3887 -1.9803
C 3.3048 -2.5326 -2.2795
C 2.0899 -2.3852 -1.6389
O -0.5158 -2.9382 -1.2276
H -4.6079 -3.4619 0.7518
H -3.3666 -3.4595 2.0049
H -4.0005 -1.9268 1.3906
H -2.3604 -3.9515 -0.2213
H -2.9859 -2.3865 -0.8411
H 0.8108 -0.5802 4.1610
H -0.2931 0.6485 3.4514
H -1.2740 -0.5034 5.4654
H -2.2409 -0.7386 4.0085
H -1.2197 -2.0477 4.5980
H 2.9570 0.0226 0.6328
H 5.1471 -0.2990 -0.4664
H 3.4276 -3.2324 -3.1011
H 1.2452 -2.9858 -1.9541
*
```

The calculation puts the highest occupied orbital energy at -3.6 eV. As for the energy: -1655.017232 hartree.


# 5
One molecule with the formula C22H28Cl2O4, computed with ωB97M-V/def2-TZVPD.

```
! wB97M-V def2-TZVPD RIJCOSX def2/J DEFGRID3
* xyz 0 1
C 0.0344 2.2766 4.2249
C 1.3428 2.2301 3.4454
C 1.2458 1.2987 2.2389
C 2.5523 1.2672 1.4464
C 2.4781 0.4156 0.1636
C 3.8765 0.2822 -0.4632
C 4.4753 1.6144 -0.9429
C 5.3132 1.2372 -2.1614
C 4.4524 0.1862 -2.8545
C 3.9026 -0.6520 -1.6966
C 1.4074 0.9513 -0.8025
C 0.2541 0.0111 -0.6572
C -1.0183 0.1662 -1.1644
C -1.9694 -0.8285 -0.9324
O -3.2458 -0.8220 -1.3642
C -3.8582 0.3466 -1.8809
C -4.5951 1.1209 -0.7828
C -3.6718 1.8459 0.2041
C -2.9857 3.0390 -0.4119
O -2.4054 3.0577 -1.4665
O -3.0854 4.1197 0.3651
C -1.5970 -1.9777 -0.2056
Cl -2.7879 -3.1941 0.0544
C -0.3160 -2.1293 0.3062
Cl 0.1004 -3.5217 1.2091
C 0.6137 -1.1138 0.0860
C 1.9926 -0.9832 0.5719
O 2.6410 -1.7858 1.1957
H -0.2317 1.2834 4.5791
H 0.1235 2.9357 5.0852
H -0.7740 2.6424 3.5944
H 1.5998 3.2368 3.1065
H 2.1449 1.8874 4.1020
H 0.4233 1.6308 1.6010
H 1.0056 0.2908 2.5840
H 2.8382 2.2868 1.1781
H 3.3369 0.8552 2.0842
H 4.5221 -0.1452 0.3085
H 5.0676 2.0995 -0.1687
H 3.6826 2.2994 -1.2464
H 5.5323 2.0922 -2.7999
H 6.2565 0.7920 -1.8425
H 3.6393 0.6760 -3.3944
H 5.0155 -0.4142 -3.5672
H 4.5640 -1.4954 -1.5005
H 2.9184 -1.0619 -1.9231
H 1.7655 0.9288 -1.8332
H 1.1195 1.9798 -0.5824
H -1.2638 1.0606 -1.7134
H -3.1504 0.9922 -2.4022
H -4.5919 -0.0240 -2.6028
H -5.2061 0.4111 -0.2227
H -5.2593 1.8432 -1.2597
H -4.2424 2.1945 1.0650
H -2.9004 1.1574 0.5592
H -2.6366 4.8814 -0.0366
*
```

The calculation puts the highest occupied orbital energy at -8.8 eV. As for the SMILES: CCCC[C@]1(C2CCCC2)Cc2cc(OCCCC(=O)O)c(Cl)c(Cl)c2C1=O. For the energy above the lowest of the compared OMol25 structures with the same formula, charge and spin, the calculation gives 0.0 kJ/mol. As for the energy: -2076.513225 hartree.


# 6
One molecule with the formula C3H4N2 in a non-equilibrium geometry, computed with ωB97M-V/def2-TZVPD.

```
! wB97M-V def2-TZVPD RIJCOSX def2/J DEFGRID3
* xyz 0 1
C 1.7817 0.1278 0.0893
C -1.2175 -0.9713 -0.0189
C 0.6978 0.9882 -0.0778
N 2.6042 -0.6753 -0.0247
N -0.5080 0.2717 0.0079
H -0.6668 -1.8280 0.4360
H -2.3441 -0.9248 -0.0669
H 0.8144 2.0500 -0.3859
H -1.1617 0.9616 0.0409
*
```

The calculation puts the highest occupied orbital energy (spin up / spin down) at -8.0 / -8.1 eV. For the energy above the lowest of the compared OMol25 structures with the same formula, charge and spin, the calculation gives 348.3 kJ/mol. As for the energy: -226.092532 hartree.